No. 1
Below is C22H35F4N8Pb as an isolated structure, with properties calculated with the ωB97M-V functional and the def2-TZVPD basis.

Each line ends with the Löwdin charge.
Cartesian coordinates (Å):
Pb 0.60259 -0.25089 -0.51387  1.529
C 0.34885 2.64868 -2.26547  -0.076
N 0.72171 1.25637 -2.54000  -0.396
C -0.06346 0.74368 -3.66574  -0.090
C 2.16112 1.13688 -2.83221  -0.220
C 3.03908 1.55530 -1.66703  -0.246
N 2.64926 0.83993 -0.45894  -0.167
C 3.39534 1.00800 0.67771  -0.214
C 3.04344 0.28201 1.82824  -0.175
F 1.97812 -0.57323 1.73386  -0.052
C 3.69101 0.37206 3.03723  -0.222
F 3.24721 -0.37303 4.05706  0.101
C 4.77744 1.20775 3.19892  0.073
C 5.15955 1.93438 2.09033  -0.215
F 6.20181 2.76471 2.17755  0.109
C 4.50361 1.85269 0.87406  -0.136
F 4.96421 2.62885 -0.12601  0.083
H 0.60916 3.29136 -3.11467  0.107
H 0.85830 3.01068 -1.37459  0.082
H -0.72336 2.70078 -2.08923  0.076
H 0.14332 1.31028 -4.58043  0.103
H -1.12649 0.82448 -3.43869  0.085
H 0.18296 -0.30364 -3.84574  0.092
H 2.41208 1.74062 -3.71388  0.136
H 2.35491 0.09005 -3.08611  0.120
H 3.00249 2.64258 -1.54632  0.115
H 4.06633 1.31868 -1.95557  0.130
H 5.30721 1.28476 4.13577  0.140
C -4.64034 -2.83926 0.21267  -0.047
N -3.69645 -2.67440 1.30630  -0.083
C -3.84751 -3.60432 2.42725  -0.132
C -2.57647 -3.35871 3.21586  -0.129
N -1.65252 -3.02902 2.14466  -0.107
C -0.31885 -2.57939 2.46099  -0.056
C -2.34510 -2.43997 1.10887  -0.364
N -1.71610 -1.78021 0.20241  0.005
C -2.36738 -1.03784 -0.84373  -0.305
C -2.68477 0.39512 -0.42969  -0.233
N -1.49959 1.12956 0.03237  -0.004
C -1.69936 2.26795 0.63014  -0.371
N -0.70484 2.92664 1.31322  -0.091
C 0.43756 2.20505 1.83198  -0.049
C -1.30916 3.93128 2.18231  -0.120
C -2.56116 4.26664 1.40827  -0.125
N -2.86518 2.99331 0.74734  -0.072
C -3.90459 3.09459 -0.26976  -0.039
H -5.51988 -3.34516 0.60602  0.093
H -4.23104 -3.44945 -0.59733  0.102
H -4.97287 -1.88198 -0.18658  0.078
H -3.88765 -4.63787 2.06445  0.131
H -4.75442 -3.38816 2.98918  0.127
H -2.24445 -4.23250 3.77352  0.128
H -2.69453 -2.51606 3.90971  0.129
H 0.05545 -3.15667 3.30426  0.098
H -0.29655 -1.51412 2.72152  0.083
H 0.34256 -2.74620 1.61329  0.067
H -3.28173 -1.47800 -1.24110  0.091
H -1.69250 -1.00466 -1.71290  0.056
H -3.42698 0.36230 0.37569  0.125
H -3.14963 0.87866 -1.29484  0.104
H 1.13644 1.96296 1.03304  0.033
H 0.14093 1.29432 2.36409  0.099
H 0.97127 2.85794 2.52029  0.109
H -0.64602 4.78266 2.32061  0.131
H -1.54736 3.49838 3.16104  0.135
H -2.36340 5.03912 0.65611  0.133
H -3.39290 4.58435 2.03366  0.131
H -4.59852 3.86438 0.06094  0.096
H -4.46937 2.17676 -0.38039  0.072
H -3.50078 3.39613 -1.24140  0.100

The HOMO energy is -10.2 eV. The largest force on an atom is 0.2 eV/A. The relative energy (zero: lowest compared OMol25 entry of this formula, charge and spin) comes out at 7.8 kJ/mol. As for the net charge: +1. As for the spin multiplicity: 1. Its frontier orbital gap is 0.278 hartree.

No. 2
Below is C45H55AsFN5SSi2Sr as an isolated structure, with properties calculated with the ωB97M-V functional and the def2-TZVPD basis.

Each line ends with the Löwdin charge.
Cartesian coordinates (Å):
Sr 0.03217 1.12017 -0.80533  1.209
N -0.38831 2.23439 2.42706  0.016
C 0.24421 2.00430 3.73103  -0.280
C 1.54810 2.78443 3.84732  -0.212
C 2.41912 2.70399 2.59520  -0.215
C 2.92792 1.30300 2.26417  -0.273
N 2.85004 1.09613 0.82021  -0.022
H -0.63534 3.20912 2.26540  0.076
H -1.24177 1.69229 2.33309  0.051
H 0.42008 0.92652 3.81898  0.080
H -0.41922 2.27045 4.57564  0.104
H 2.09688 2.42182 4.72878  0.107
H 1.32474 3.83474 4.05888  0.099
H 3.26145 3.39560 2.66990  0.103
H 1.82907 3.05333 1.74741  0.077
H 2.28790 0.55879 2.74452  0.083
H 3.93718 1.13603 2.68544  0.109
H 3.18009 0.18402 0.52181  0.014
H 3.43278 1.74702 0.29909  0.036
N -6.24797 9.92816 -1.09845  0.129
C -5.51469 9.04324 -1.05933  -0.191
C -4.60655 7.91632 -1.01305  -0.259
C -4.53046 7.08144 -2.11254  -0.024
C -3.70151 5.96435 -2.05437  -0.007
C -2.95297 5.70807 -0.91483  -0.180
C -3.01276 6.58476 0.15604  -0.006
C -3.85588 7.69192 0.11406  -0.027
C -2.15134 4.43390 -0.77608  -0.061
C -2.88119 3.31747 -0.51030  -0.252
C -4.31674 3.24873 -0.37854  -0.037
C -4.60973 2.05491 0.20059  -0.062
C -3.33987 1.39769 0.41326  -0.165
N -2.33535 2.10908 -0.03012  0.007
C -0.74734 4.57016 -0.81108  -0.304
C -0.00611 5.77005 -0.84548  -0.059
C 1.33411 5.40114 -0.87627  -0.094
C 1.34538 3.98960 -0.88745  -0.217
N 0.10803 3.51584 -0.84286  -0.111
H -5.11530 7.24984 -3.00236  0.114
H -3.63077 5.27696 -2.89148  0.132
H -2.42199 6.37613 1.03427  0.126
H -3.92774 8.36470 0.96565  0.119
H -5.01588 4.01345 -0.67232  0.097
H -5.57406 1.64664 0.46726  0.088
H -3.18749 0.45101 0.89820  0.072
H -0.40470 6.77141 -0.85766  0.089
H 2.19413 6.05061 -0.91396  0.075
H 2.19343 3.34021 -0.96427  0.035
S 2.65895 1.00387 -2.29303  0.494
C 3.02277 -0.21531 -3.46696  -0.752
C 3.82398 0.12410 -4.56969  -0.152
C 4.26165 -0.84510 -5.44892  -0.126
C 3.89810 -2.17961 -5.25382  -0.127
C 3.09267 -2.51578 -4.17459  -0.134
C 2.63093 -1.54414 -3.29265  -0.419
As 1.55667 -1.93212 -1.69347  1.334
C 3.09826 -2.19899 -0.49491  -0.406
C 2.84417 -2.14926 0.87150  -0.150
C 3.85933 -2.37772 1.80745  -0.085
C 5.14525 -2.66182 1.36803  -0.107
C 5.40908 -2.70709 0.00458  -0.093
C 4.39550 -2.46988 -0.91620  -0.088
C 1.34463 -3.86197 -2.06517  -0.401
C 0.53115 -4.22516 -3.13210  -0.154
C 0.32691 -5.56526 -3.45495  -0.097
C 0.92388 -6.56516 -2.69199  -0.116
C 1.72257 -6.21946 -1.61199  -0.093
C 1.92741 -4.87027 -1.29952  -0.101
H 4.11898 1.16351 -4.68198  0.083
H 4.89773 -0.55592 -6.28371  0.086
H 4.24841 -2.96148 -5.92014  0.082
H 2.83856 -3.56551 -4.01107  0.092
H 1.83823 -1.94550 1.23286  0.081
H 3.62449 -2.33275 2.86135  0.094
H 5.93348 -2.85414 2.08229  0.088
H 6.40260 -2.92429 -0.35472  0.090
H 4.60835 -2.51837 -1.97742  0.099
H 0.04934 -3.45772 -3.73797  0.116
H -0.29960 -5.82020 -4.30586  0.094
H 0.75280 -7.60841 -2.93112  0.086
H 2.17261 -6.99010 -0.99761  0.091
H 2.57551 -4.61813 -0.47472  0.088
F -0.89594 -0.15105 -2.17282  -0.829
C -4.07278 -3.89525 1.18145  -0.208
Si -2.84971 -2.64609 0.37495  0.371
C -3.94019 -1.48201 -0.68479  -0.201
C -1.91851 -3.63069 -0.96346  -0.199
C -1.74964 -1.91063 1.63945  -0.366
Si -0.82833 -2.88741 2.88277  0.366
C -1.90004 -3.62534 4.29560  -0.215
C 0.08753 -4.43093 2.17570  -0.201
C 0.53103 -1.91883 3.82964  -0.198
H -4.84770 -4.19762 0.47464  0.007
H -4.53461 -3.44425 2.05275  0.006
H -3.55841 -4.78858 1.50344  -0.002
H -4.38130 -2.05930 -1.49595  0.018
H -3.32925 -0.72084 -1.15570  0.001
H -4.74666 -1.01641 -0.12519  0.007
H -2.57131 -4.22148 -1.60773  0.020
H -1.16727 -4.28416 -0.52674  0.006
H -1.40191 -2.91553 -1.60437  -0.005
H -1.18097 -1.02725 1.31902  -0.082
H -2.65396 -4.30951 3.90794  -0.001
H -2.42303 -2.83240 4.82255  0.006
H -1.28604 -4.17216 5.01052  0.005
H -0.62042 -5.23640 2.01451  0.008
H 0.87147 -4.81507 2.83188  0.008
H 0.51635 -4.18793 1.20306  -0.011
H 0.11078 -1.34241 4.64813  0.011
H 1.04891 -1.21581 3.18215  -0.021
H 1.26275 -2.61349 4.22967  0.011

The HOMO energy is -1.2 eV. The largest force on an atom is 1.7 eV/A. The relative energy (zero: lowest compared OMol25 entry of this formula, charge and spin) comes out at 0.0 kJ/mol. As for the net charge: -2. As for the spin multiplicity: 1. Its frontier orbital gap is 0.180 hartree.

No. 3
Below is one molecule with the formula C5H4O4, with properties calculated with the ωB97M-V functional and the def2-TZVPD basis.

Each line ends with the Löwdin charge.
Cartesian coordinates (Å):
C 1.66748 1.26524 -0.07243  -0.026
C -1.03874 -1.65334 0.15170  -0.430
C -0.77189 1.30310 0.04950  -0.108
C 0.32349 0.60498 -0.01209  -0.194
O -2.11870 -1.02936 -0.31826  0.123
C 0.28271 -0.88215 -0.02396  -0.247
O -1.11348 -2.76085 0.64738  0.132
O -1.73767 1.96717 0.10342  0.217
O 1.31631 -1.53370 -0.15147  0.111
H -2.86493 -1.63347 -0.11438  0.154
H 1.72266 1.94048 -0.93345  0.091
H 1.83777 1.85605 0.83448  0.091
H 2.49498 0.55586 -0.16044  0.087

The HOMO energy is -9.8 eV. The largest force on an atom is 3.7 eV/A. The relative energy (zero: lowest compared OMol25 entry of this formula, charge and spin) comes out at 0.0 kJ/mol. As for the net charge: 0. As for the spin multiplicity: 1. Its frontier orbital gap is 0.354 hartree.

No. 4
Below is one molecule with the formula C4H4ClN, with properties calculated with the ωB97M-V functional and the def2-TZVPD basis.

Each line ends with the Löwdin charge.
Cartesian coordinates (Å):
C 0.30688 -0.77351 1.20131  -0.510
C 0.28615 0.33264 0.26074  -0.165
C -0.38961 0.23550 -0.92133  -0.114
C -0.70491 1.13929 -1.89273  -0.230
H -0.17042 -1.63218 0.76737  0.066
H -0.04049 -0.58725 2.23166  0.084
H 0.74829 1.26067 0.56095  0.115
H -1.01135 -0.63798 -0.99277  0.112
N -1.11945 1.89385 -2.70713  0.157
Cl 2.09491 -1.23103 1.49193  0.484

The HOMO energy is -10.3 eV. The largest force on an atom is 6.4 eV/A. The relative energy (zero: lowest compared OMol25 entry of this formula, charge and spin) comes out at 112.1 kJ/mol. As for the net charge: 0. As for the spin multiplicity: 1. Its frontier orbital gap is 0.360 hartree.

No. 5
Below is C12H29CaN4O6P as an isolated structure, with properties calculated with the ωB97M-V functional and the def2-TZVPD basis.

Each line ends with the Löwdin charge.
Cartesian coordinates (Å):
O -0.81800 -2.00865 -1.79582  -0.186
H -0.24350 -2.46775 -2.72314  -0.012
Ca -0.72880 -0.99352 0.48693  1.269
N -2.74679 0.15820 -0.15924  -0.218
N -0.81874 1.08772 -1.45314  -0.068
N 1.07711 -2.34427 1.66001  -0.170
N 1.70984 -0.58201 -0.09726  -0.097
O -3.64786 -0.46522 0.49121  -0.102
O 0.72092 -3.37846 2.35672  -0.217
O 2.14291 0.22024 -1.12212  -0.131
O 0.18334 1.42698 -2.19398  -0.112
C -2.03671 1.49382 -1.92345  -0.274
C -3.12689 1.01523 -1.15541  -0.274
C 2.39371 -2.06835 1.59585  -0.310
C 2.74361 -1.08737 0.60356  -0.296
C -4.55411 1.30872 -1.41534  -0.030
H -5.03168 0.46332 -1.93786  0.099
H -4.66396 2.20232 -2.04031  0.070
H -5.08622 1.47791 -0.47013  0.088
C -2.16766 2.30132 -3.16145  -0.026
H -1.80684 1.74362 -4.03705  0.094
H -1.58229 3.22600 -3.08049  0.091
H -3.21001 2.57474 -3.34257  0.066
C 3.41009 -2.71436 2.47251  -0.046
C 4.16126 -0.70148 0.38101  -0.026
H 2.93449 -3.47833 3.09577  0.069
H 3.87814 -1.96431 3.12911  0.083
H 4.21262 -3.18504 1.88472  0.079
H 4.22940 0.00043 -0.45325  0.073
H 4.76293 -1.59303 0.16443  0.088
H 4.58219 -0.23932 1.28340  0.090
H -0.73096 -3.37518 1.63836  0.012
H 1.30852 0.63206 -1.56642  0.015
C 0.25751 -2.95122 -3.85949  0.075
H -0.31273 -3.82309 -4.18374  0.042
H 1.28564 -3.19022 -3.58505  0.049
H 0.20446 -2.13274 -4.57853  0.045
O -1.51471 -2.93807 1.15971  -0.244
H -1.74816 -2.08162 -2.06443  0.049
H -2.00003 -3.60550 0.65115  0.068
C -0.05634 1.83765 3.72234  -0.306
P -0.01508 1.63008 1.90311  0.767
C -1.06160 3.05487 1.41933  -0.299
C 1.63399 2.37071 1.57038  -0.282
H -1.04810 1.54344 4.08916  0.039
H 0.14938 2.87794 4.00658  0.040
H 0.69230 1.17426 4.17495  0.041
H -0.84140 3.90513 2.07838  0.042
H -0.86696 3.32989 0.37609  0.032
H -2.11832 2.77503 1.50915  0.034
H 1.77912 3.26411 2.19427  0.045
H 2.41769 1.63421 1.79236  0.031
H 1.71326 2.63915 0.50912  0.042

The HOMO energy (spin up / spin down) is -6.7 / -6.7 eV. The largest force on an atom is 3.5 eV/A. The relative energy (zero: lowest compared OMol25 entry of this formula, charge and spin) comes out at 0.0 kJ/mol. As for the net charge: 0. As for the spin multiplicity: 1. Its frontier orbital gap (spin up / spin down) is 0.208 / 0.153 hartree.

No. 6
Below is a 2-piece molecular cluster, CH4ClN2O overall, with properties calculated with the ωB97M-V functional and the def2-TZVPD basis.

Each line ends with the Löwdin charge.
Cartesian coordinates (Å):
C -1.33010 0.95473 -0.18009  -0.381
N 1.06818 -0.62154 0.39784  -0.103
N -1.18290 -0.03351 -0.86247  0.155
O -1.51100 1.91019 0.43217  0.248
Cl 2.09748 0.75768 -0.22317  0.710
H 1.66117 -1.47163 0.51021  0.164
H 0.71261 -0.21094 1.21054  0.081
H 0.41486 -0.59177 -0.37030  0.005
H -1.93030 -0.69321 -0.91472  0.121

The HOMO energy is -16.1 eV. The largest force on an atom is 4.4 eV/A. The relative energy (zero: lowest compared OMol25 entry of this formula, charge and spin) comes out at 58.9 kJ/mol. As for the net charge: +1. As for the spin multiplicity: 1. Its frontier orbital gap is 0.364 hartree.